DFT (ωB97M-V with the def2-TZVPD basis set) results for a structure of composition C32H51F3InN6O4PS2Si.

Geometry as XYZ:
```
101
Properties=species:S:1:pos:R:3:lowdin_spin:R:1
In 0.211 0.975 0.678 0.36
C -4.333 3.302 -4.701 0.00
C -3.212 3.580 -3.723 0.00
O -3.213 2.568 -2.722 0.00
P -1.869 1.701 -2.469 0.02
S -2.348 0.378 -1.087 0.07
S -0.315 2.872 -2.238 0.05
O -1.655 0.964 -3.909 0.00
C -2.283 -0.263 -4.256 0.00
C -1.216 -1.277 -4.610 0.00
H -4.365 4.073 -5.469 0.00
H -5.293 3.278 -4.188 0.00
H -4.180 2.339 -5.183 0.00
H -3.352 4.538 -3.216 0.00
H -2.244 3.612 -4.231 0.00
H -2.943 -0.067 -5.107 0.00
H -2.890 -0.624 -3.421 0.00
H -0.655 -0.967 -5.491 0.00
H -1.666 -2.249 -4.809 0.00
H -0.518 -1.380 -3.780 0.00
C 0.718 -1.166 0.089 0.16
Si -0.109 -2.238 1.301 0.02
C -0.283 -1.350 2.954 0.01
N -0.840 -0.006 2.853 0.05
C -2.268 0.021 2.542 0.01
C -3.166 -0.528 3.665 0.00
C -2.542 -0.288 5.043 0.00
C -1.712 0.985 5.001 0.00
C -0.537 0.835 4.029 0.00
C 0.917 -3.788 1.699 0.01
C 1.181 -4.690 0.666 0.00
C 1.949 -5.821 0.870 0.00
C 2.480 -6.082 2.126 0.00
C 2.233 -5.205 3.167 0.00
C 1.460 -4.070 2.951 0.00
C -1.745 -2.953 0.689 0.00
C -2.617 -3.567 1.589 0.00
C -3.788 -4.173 1.166 0.00
C -4.100 -4.201 -0.184 0.00
C -3.241 -3.615 -1.097 0.00
C -2.081 -2.994 -0.661 0.00
H 0.365 -1.244 -0.935 0.00
H 1.799 -1.145 0.150 0.00
H 0.735 -1.240 3.329 0.00
H -0.818 -1.984 3.676 0.00
H -2.435 -0.533 1.618 0.00
H -2.525 1.061 2.330 0.00
H -3.366 -1.590 3.516 0.00
H -4.129 -0.017 3.603 0.00
H -1.895 -1.126 5.319 0.00
H -3.318 -0.229 5.810 0.00
H -1.326 1.238 5.992 0.00
H -2.345 1.817 4.683 0.00
H 0.316 0.381 4.539 0.00
H -0.218 1.814 3.679 0.00
H 0.772 -4.499 -0.317 0.00
H 2.138 -6.503 0.051 0.00
H 3.081 -6.966 2.291 0.00
H 2.641 -5.402 4.151 0.00
H 1.286 -3.396 3.778 0.00
H -2.374 -3.579 2.643 0.00
H -4.456 -4.626 1.887 0.00
H -5.010 -4.678 -0.521 0.00
H -3.477 -3.634 -2.152 0.00
H -1.444 -2.511 -1.385 0.00
F -1.593 3.593 2.735 0.00
C -0.682 4.351 2.073 0.01
F -0.906 4.170 0.762 0.02
F -0.977 5.630 2.357 0.00
C 0.773 3.959 2.481 0.01
O 1.464 4.835 2.964 0.01
O 1.067 2.762 2.271 0.11
N 3.154 -0.691 2.796 0.00
N 2.450 0.399 2.188 0.00
H 4.165 -0.522 2.790 0.00
H 2.984 -1.525 2.235 0.00
H 2.914 0.753 1.351 0.00
H 2.367 1.171 2.839 0.00
C 3.458 0.607 -4.330 0.00
C 2.304 0.028 -3.539 0.00
N 2.566 0.262 -2.131 0.00
C 2.905 1.519 -1.692 0.01
N 2.610 1.838 -0.483 0.03
C 2.952 3.173 -0.016 0.00
C 4.208 3.708 -0.681 0.00
C 3.998 3.636 -2.178 0.00
N 3.663 2.279 -2.560 0.00
C 3.566 2.079 -3.994 0.00
H 3.302 0.480 -5.403 0.00
H 4.384 0.100 -4.051 0.00
H 2.220 -1.050 -3.692 0.00
H 1.359 0.497 -3.847 0.00
H 1.869 -0.133 -1.516 0.00
H 3.036 3.154 1.069 0.00
H 2.118 3.850 -0.242 0.00
H 5.076 3.105 -0.399 0.00
H 4.393 4.739 -0.378 0.00
H 4.906 3.913 -2.726 0.00
H 3.202 4.331 -2.478 0.00
H 4.466 2.513 -4.443 0.00
H 2.695 2.620 -4.392 0.00
```

Computed properties:
- expectation value of S² = 0.755
- multiplicity = 2
- energy (eV) = -103311.870
- ΔE to the lowest compared entry with this formula, charge and spin (kcal per mole) = 6.97
- net charge = -1
- HOMO energy (alpha / beta) (eV) = -3.226 / -5.066

=====

DFT (ωB97M-V with the def2-TZVPD basis set) results for a cluster of 2 separate species, C12H17N in total in a non-equilibrium geometry.

Geometry as XYZ:
```
30
Properties=species:S:1:pos:R:3:lowdin_charge:R:1
C -0.815 3.014 0.734 -0.10
C 0.015 2.279 1.854 -0.20
C -0.212 0.758 1.776 -0.17
C -0.491 0.006 3.027 0.04
N -0.298 -1.416 2.653 0.05
C -0.015 -1.517 1.243 -0.15
C 0.152 -2.568 0.340 -0.03
C 0.746 -2.270 -0.894 -0.09
C 1.210 -1.016 -1.196 -0.10
C 0.886 0.124 -0.432 -0.02
C 0.146 -0.097 0.699 -0.13
H -0.702 4.088 0.721 0.06
H -1.834 2.688 0.909 0.07
H -0.470 2.755 -0.275 0.05
H 1.110 2.524 1.817 0.12
H -0.320 2.741 2.755 0.08
H -0.577 0.302 4.003 0.07
H -0.952 -2.074 2.979 0.10
H -0.210 -3.544 0.670 0.11
H 0.786 -3.040 -1.578 0.08
H 1.685 -0.876 -2.120 0.07
H 1.231 0.987 -0.911 0.09
C -1.087 0.351 -3.784 -0.18
C 0.273 0.858 -4.027 -0.19
H -1.405 1.012 -2.849 0.12
H -1.742 0.350 -4.697 0.08
H -1.144 -0.645 -3.608 0.01
H 0.522 0.705 -5.122 0.09
H 0.243 1.931 -3.864 0.07
H 1.008 0.471 -3.438 -0.01
```

Computed properties:
- SMILES = CCc1c[nH]c2ccccc12.CC
- energy (eV) = -14207.466
- ΔE to the lowest compared entry with this formula, charge and spin (kcal per mole) = 66.21
- net charge = 0
- HOMO energy (eV) = -7.831